(1)
This record from OMol25 describes a molecular structure, C3H10NO2 at a distorted geometry. The level of theory is wB97M-V/def2-TZVPD.

```
16
C3H10NO2 (wB97M-V/def2-TZVPD)
C -0.2495 -1.6965 -0.0008
C -1.4744 1.2954 -0.1388
C 0.5630 -0.0115 -0.4729
N 1.1044 0.3135 0.8920
O 1.5728 -0.3808 -1.4060
O -0.3090 0.8967 -0.9035
H -1.2278 -1.6156 -0.5155
H 0.4667 -2.4214 -0.4571
H -0.5012 -1.8530 1.1798
H -2.2712 1.5812 -0.8865
H -1.0110 1.9705 0.6538
H -1.9294 0.4418 0.4430
H 1.5819 1.3270 0.9053
H 1.7794 -0.3284 1.3563
H 0.4012 0.3034 1.5701
H 1.5043 0.1779 -2.2192
```

Properties
Frontier orbital gap, hartree: 0.390
Total charge: +1
LUMO energy, eV: -3.8


(2)
This record from OMol25 describes 2 unconnected molecules or ions with the total composition C3H10NO2P at a distorted geometry. The level of theory is wB97M-V/def2-TZVPD.

```
17
C3H10NO2P (wB97M-V/def2-TZVPD)
C -0.2512 0.6941 2.1152
C -1.4242 0.9820 -0.6457
C 0.4665 0.4245 0.8496
N -0.3343 0.0186 -0.2694
O 2.3680 -3.3567 -1.6545
O 1.1638 -1.2947 -2.4634
P 2.2101 -2.5046 -2.8357
H -0.9104 -0.1310 2.2787
H 0.4753 0.6291 3.0406
H -1.0135 1.5696 2.0555
H -2.0096 0.6880 -1.5352
H -2.2667 1.1679 0.1977
H -0.8404 1.8564 -0.6865
H 0.9013 1.4304 0.5697
H 1.1294 -0.4002 0.8036
H -0.8216 -0.9233 -0.1988
H 1.1574 -0.8501 -1.6214
```

Properties
Frontier orbital gap, hartree: 0.340
LUMO energy, eV: 0.0


(3)
This record from OMol25 describes 2 unconnected molecules or ions with the total composition C3H10NO2S at a distorted geometry. The level of theory is wB97M-V/def2-TZVPD.

```
17
C3H10NO2S (wB97M-V/def2-TZVPD)
C 0.3485 0.9636 0.6595
O 1.4491 1.3814 0.0628
C -0.7609 0.3116 -0.2897
C -1.6430 -0.5876 0.5123
S -3.4468 -0.6611 -0.2308
N -0.0100 -0.4206 -1.3484
H 0.5668 0.1446 1.4768
H -0.1147 1.7704 1.2975
H -1.2771 1.1143 -0.8131
H -1.7720 -0.3271 1.5520
H -1.4014 -1.6364 0.3766
H -2.9590 -0.1713 -1.3977
H 0.9395 -0.0399 -1.2294
H -0.2671 -0.0335 -2.2540
H 3.5733 -0.3320 -0.1223
H 3.1013 -0.4905 1.1752
O 3.6736 -0.9858 0.5727
```

Properties
Frontier orbital gap, hartree: 0.239
Total charge: -1
LUMO energy, eV: 3.2


(4)
This record from OMol25 describes 2 unconnected molecules or ions with the total composition C3H10NO2S2 at a distorted geometry. The level of theory is wB97M-V/def2-TZVPD.

```
18
C3H10NO2S2 (wB97M-V/def2-TZVPD)
N -1.8177 0.9187 0.7001
C -0.5729 0.0678 0.6074
C 0.3918 0.7194 1.6171
O 0.0293 1.5824 2.3579
C -0.0362 0.1789 -0.8358
S 1.0240 -1.1912 -1.4414
S 2.7838 -0.9644 -0.3320
H -2.6343 0.3052 0.5245
H -1.9743 1.4682 1.5542
H -1.9190 1.6272 -0.0256
H -0.7970 -0.9621 0.8806
H 1.4320 0.3821 1.5482
H -0.8896 0.2008 -1.5139
H 0.4489 1.1563 -0.9031
H 3.4971 -0.0832 -1.0280
H -4.9488 1.0141 0.3202
H -4.7897 0.0897 -1.0220
O -4.3599 0.6686 -0.3574
```

Properties
Frontier orbital gap, hartree: 0.355
Total charge: +1
LUMO energy, eV: -3.4


(5)
This record from OMol25 describes 2 unconnected molecules or ions with the total composition C3H10NO2Si at a distorted geometry. The level of theory is wB97M-V/def2-TZVPD.

```
17
C3H10NO2Si (wB97M-V/def2-TZVPD)
C 3.1981 1.4998 0.0597
C 2.1048 2.0142 0.6466
C -2.5870 0.3720 -0.7448
N -2.7348 1.4770 0.1967
O 0.2248 -1.0793 -0.9110
O -0.1085 0.2604 1.1074
Si -0.8727 -0.1815 -0.2658
H 3.3387 1.8004 -0.9610
H 4.1039 1.1711 0.5067
H 1.3687 2.7146 0.0520
H -2.8111 0.6663 -1.7239
H -3.4007 -0.3312 -0.5978
H 1.8236 1.8712 1.6890
H -2.9883 1.0915 1.0526
H -3.2137 2.3330 -0.1662
H 1.0876 -1.4608 -0.8988
H -0.6681 0.5438 1.9156
```

Properties
Frontier orbital gap, hartree: 0.314
Total charge: +1
LUMO energy, eV: -4.4


(6)
This record from OMol25 describes 3 unconnected molecules or ions with the total composition C3H10NO3S at a distorted geometry. The level of theory is wB97M-V/def2-TZVPD.

```
18
C3H10NO3S (wB97M-V/def2-TZVPD)
O 1.8017 2.0706 0.2469
C 0.9781 1.6364 -0.4856
N 0.3020 0.5356 -0.4587
C -0.7957 0.4100 -1.3824
C -1.9106 -0.4207 -0.6456
S -1.0711 -1.9366 0.2255
H 0.6510 2.3670 -1.2527
H 0.3514 -0.4066 0.1077
H -0.5828 -0.1649 -2.3680
H -1.1699 1.3666 -1.6406
H -2.7492 -0.7689 -1.4228
H -2.3937 -0.0338 0.1884
H 6.2338 2.8794 -0.1379
H 5.0760 2.3127 -0.9865
O 5.8857 2.7901 -0.9806
H -4.3523 -3.5002 2.1438
H -3.2320 -2.5736 2.9051
O -4.2424 -2.8601 2.8773
```

Properties
Frontier orbital gap, hartree: 0.247
Total charge: -1
LUMO energy, eV: 3.3


(7)
This record from OMol25 describes 3 unconnected molecules or ions with the total composition C3H10NO3S at a distorted geometry. The level of theory is wB97M-V/def2-TZVPD.

```
18
C3H10NO3S (wB97M-V/def2-TZVPD)
O -0.9506 -0.9946 -0.8541
C -1.6146 -0.0727 -0.2779
C -0.9701 1.4835 -0.4850
C -0.4315 1.7820 0.9025
S -1.1257 0.1840 1.7764
N 0.0083 1.4070 -1.6947
H -2.7631 -0.3237 -0.2948
H -1.9593 2.0040 -0.8511
H 0.6641 1.7326 0.8150
H -0.6845 2.7533 1.2689
H -0.0358 0.4690 -2.0093
H 0.9475 1.4135 -1.2198
H 2.1739 -1.9799 1.4247
H 1.5071 -1.4783 2.7292
O 2.0664 -2.2249 2.3370
H 0.5439 -1.3751 -1.1097
H 1.1865 -2.8564 -1.2910
O 1.4375 -1.9232 -1.1663
```

Properties
Frontier orbital gap, hartree: 0.280
Total charge: -1
LUMO energy, eV: 3.6


(8)
This record from OMol25 describes 2 unconnected molecules or ions with the total composition C3H10NO3S at a distorted geometry. The level of theory is wB97M-V/def2-TZVPD.

```
18
C3H10NO3S (wB97M-V/def2-TZVPD)
O -1.3980 -1.5621 -1.4558
C -0.7485 -1.7134 -0.4624
O -0.7009 -2.7651 0.3477
C -0.4059 -0.4996 0.4830
C 0.7401 -0.5504 1.4011
S 0.9032 1.0252 2.4073
N -0.3306 0.6423 -0.5795
H -1.1723 -3.6086 0.0958
H -1.3475 -0.2711 0.9812
H 0.6002 -1.3314 2.1702
H 1.7416 -0.6250 0.9187
H -0.1588 0.8995 3.1816
H -1.0310 0.4788 -1.3175
H -0.6989 1.5139 -0.1538
H 0.6211 0.9254 -0.8609
H 1.0056 2.2428 -3.1347
H 1.3429 3.0309 -1.8601
O 1.0376 2.1680 -2.1620
```

Properties
Frontier orbital gap, hartree: 0.365
Total charge: +1
LUMO energy, eV: -3.4


(9)
This record from OMol25 describes C3H10NOP in the gas phase at a distorted geometry. The level of theory is wB97M-V/def2-TZVPD.

```
16
C3H10NOP (wB97M-V/def2-TZVPD)
C -1.0105 -0.0376 1.7599
C -0.7005 -0.4374 -1.6662
C 0.2807 -0.0673 0.8957
N 1.8921 0.6909 -1.5085
O 1.4073 0.5035 1.5301
P 0.1944 0.9581 -0.6942
H -0.6337 0.1363 2.7434
H -1.6217 0.8282 1.5348
H -1.5012 -0.9706 1.6207
H -0.3950 -1.3811 -1.2290
H -0.4208 -0.3229 -2.7045
H -1.6856 -0.3004 -1.8291
H 0.4183 -1.1735 0.5514
H 2.3764 1.4888 -1.3123
H 2.4072 -0.0746 -1.0748
H 1.5861 0.1031 2.4296
```

Properties
Spin multiplicity: 3
Frontier orbital gap (alpha / beta), hartree: 0.175 / 0.248
LUMO energy (alpha / beta), eV: 0.8 / -2.6


(10)
This record from OMol25 describes 2 unconnected molecules or ions with the total composition C3H10NOPS at a distorted geometry. The level of theory is wB97M-V/def2-TZVPD.

```
17
C3H10NOPS (wB97M-V/def2-TZVPD)
C 1.8852 -1.7239 1.1263
C -2.0888 -0.9936 -0.0260
C -0.0004 3.1970 -1.3510
N 0.7461 -1.6828 0.2215
O -0.4383 -0.2142 2.0030
P -0.3927 -0.5739 0.5963
S 0.8820 1.6400 -1.6320
H 1.4201 -1.3582 2.0918
H 2.3374 -2.7057 1.0297
H 2.7901 -1.0003 0.8571
H -2.4607 -2.0117 0.3554
H -2.6989 -0.2473 0.4473
H -2.3795 -0.9963 -1.1488
H -0.4029 3.2205 -0.3546
H -0.8326 3.2934 -1.9791
H 0.8276 3.9941 -1.3959
H 0.8065 -1.8370 -0.8410
```

Properties
Frontier orbital gap (alpha / beta), hartree: 0.286 / 0.229
LUMO energy (alpha / beta), eV: -0.6 / -1.3


(11)
This record from OMol25 describes 2 unconnected molecules or ions with the total composition C3H10NOPS at a distorted geometry. The level of theory is wB97M-V/def2-TZVPD.

```
17
C3H10NOPS (wB97M-V/def2-TZVPD)
C 0.9958 -2.5268 0.1153
C 0.1474 2.7511 0.0209
C 0.1072 -1.8542 -0.8666
N 0.2996 1.3618 -0.3910
O -2.1275 0.6698 -0.2643
P -0.7089 0.2501 0.3788
S -0.8171 0.2882 2.3375
H 1.2443 -3.5348 -0.2285
H 1.9259 -1.9765 0.2505
H 0.5057 -2.6237 1.0830
H -0.8891 3.0396 -0.1561
H 0.3837 2.9132 1.0787
H 0.7958 3.3761 -0.5931
H -0.8484 -2.3209 -1.0473
H 0.5622 -1.4096 -1.7383
H 1.2628 1.0465 -0.3459
H -2.8395 0.5501 0.3663
```

Properties
Frontier orbital gap, hartree: 0.312
LUMO energy, eV: 0.1


(12)
This record from OMol25 describes a gas-phase ion, C3H10NOS (charge +1) at a distorted geometry. The level of theory is wB97M-V/def2-TZVPD.

```
16
C3H10NOS (wB97M-V/def2-TZVPD)
C 0.0049 0.3781 1.4496
O 0.7346 -0.5589 2.2315
C -0.3593 -0.3230 0.1452
C -1.1249 0.5513 -0.8224
S -1.2171 -0.1885 -2.5012
N 1.0518 -0.7071 -0.4834
H -0.9413 0.5008 1.9551
H 0.5829 1.2622 1.2206
H 1.3606 -0.0916 2.8081
H -0.7741 -1.3123 0.2577
H -2.1242 0.6053 -0.3896
H -0.9095 1.6087 -0.9921
H -0.2887 0.6147 -3.0431
H 1.0228 -0.4448 -1.4720
H 1.7719 -0.1901 0.0248
H 1.2098 -1.7047 -0.3889
```

Properties
Frontier orbital gap, hartree: 0.382
Total charge: +1
LUMO energy, eV: -3.4


Q: Which E values were calculated for the entries above? A: -325.19143 -666.87753 -723.71579 -1121.65709 -614.76131 -798.98468 -798.96331 -798.72757 -591.42076 -989.76232 -989.83507 -648.21844, in a.u..